# 1
{"formula": "C22H38BF6HgN2O10P", "method": "ωB97M-V/def2-TZVPD", "charge": 1, "spin_multiplicity": 2, "largest_force_ev_per_a": 4.9, "gap_ev": [5.91, 3.06], "lumo_ev": [-5.53, -8.38], "energy_ha": -2841.6726, "symbols": ["Hg", "O", "C", "O", "B", "O", "C", "O", "O", "C", "O", "C", "O", "O", "P", "F", "F", "F", "F", "F", "F", "C", "C", "C", "C", "C", "C", "N", "O", "C", "C", "C", "H", "H", "H", "H", "H", "H", "H", "H", "H", "H", "H", "H", "H", "H", "H", "H", "H", "H", "H", "C", "C", "C", "C", "C", "C", "N", "O", "C", "C", "C", "H", "H", "H", "H", "H", "H", "H", "H", "H", "H", "H", "H", "H", "H", "H", "H", "H", "H", "H"], "positions_angstrom": [[0.1722, -0.6147, -0.7248], [-0.0210, 1.5750, -0.0497], [-0.3599, 2.6639, 0.4274], [-0.9959, 3.5805, -0.2118], [-1.3807, 4.6324, 0.7687], [-0.8977, 4.1549, 2.1066], [-0.2763, 3.0457, 1.9107], [0.1045, 2.3001, 2.8184], [-2.8436, 4.9551, 0.6772], [-3.0249, 6.2029, 0.1107], [-4.1026, 6.7857, -0.0595], [-1.6005, 6.8094, -0.0872], [-0.7773, 5.8812, 0.4649], [-1.3364, 7.9914, -0.3908], [-0.4964, -1.2618, -3.6307], [-1.8543, -0.5611, -4.3055], [-1.3370, -1.6163, -2.2837], [-0.7289, -2.7527, -4.0901], [0.8909, -1.5641, -2.7241], [0.5392, -0.8158, -4.8179], [-0.2917, 0.1662, -2.9021], [2.7302, 1.0332, -2.2317], [3.6268, 0.5855, -1.1105], [4.0252, 1.9649, -0.5135], [4.7139, 1.8393, 0.8304], [3.6636, 1.2247, 1.7703], [3.1082, -0.1471, 1.3291], [2.8088, -0.2011, -0.1140], [2.3851, -1.4509, -0.5672], [4.1399, -1.2551, 1.5773], [1.9141, -0.4236, 2.2569], [4.8662, -0.1582, -1.5987], [1.8224, 1.5450, -1.9124], [2.4130, 0.2043, -2.8645], [3.2279, 1.6739, -2.9596], [4.9054, 2.3842, -1.0009], [3.1925, 2.6600, -0.4062], [4.9392, 2.8318, 1.2207], [5.6457, 1.2796, 0.9120], [2.7751, 1.8539, 1.8216], [4.1674, 1.1829, 2.7360], [4.4477, -1.1032, 2.6118], [3.6843, -2.2452, 1.5953], [5.0918, -1.2476, 1.0463], [1.3864, -1.3359, 1.9785], [2.0389, -0.5945, 3.3261], [1.1333, 0.3083, 2.0497], [4.7198, -1.0960, -2.1346], [5.5839, -0.3469, -0.8003], [5.5300, 0.5074, -2.1504], [3.1664, -2.0082, -0.5913], [-2.5069, -3.5259, 1.8484], [-2.0860, -3.1005, 0.4412], [-2.9766, -3.6858, -0.6022], [-4.2850, -2.9832, -0.7697], [-4.1716, -1.4563, -0.9613], [-3.3208, -0.8249, 0.2543], [-2.0443, -1.6428, 0.3328], [-1.1123, -1.0452, 1.2237], [-3.0905, 0.7225, -0.1588], [-4.1471, -0.6819, 1.5307], [-0.6545, -3.6989, 0.2122], [-1.9092, -3.0405, 2.6200], [-3.5240, -3.1936, 2.0562], [-2.4051, -4.5768, 2.1190], [-2.3925, -3.6283, -1.5207], [-3.3232, -4.6651, -0.2722], [-4.7795, -3.2843, -1.6932], [-4.9819, -3.3016, 0.0056], [-5.2081, -1.1205, -0.9299], [-3.7797, -1.2498, -1.9572], [-2.4911, 0.7959, -1.0663], [-2.5845, 1.2789, 0.6302], [-3.9305, 1.3274, -0.5001], [-4.8658, 0.1377, 1.5329], [-3.4581, -0.4552, 2.3443], [-4.8473, -1.5004, 1.6972], [-0.7716, -4.7570, -0.0220], [-0.2509, -3.2464, -0.6936], [0.0189, -3.4726, 1.0389], [-1.3549, -1.1482, 2.1468]], "forces_ev_per_angstrom": [[-2.0, 0.6, 0.4], [0.8, 0.1, 0.0], [-0.6, -0.4, -0.6], [0.6, -1.1, 0.3], [-2.2, 2.7, 0.2], [-0.4, 0.3, -1.4], [0.0, -2.1, 3.0], [0.1, 0.9, -2.1], [0.3, 0.3, -0.6], [-2.6, 0.8, 0.2], [3.6, -2.3, 0.4], [0.2, 3.2, 0.6], [1.4, 1.6, -1.2], [-0.6, -4.8, 0.8], [-1.1, 1.8, -2.5], [2.1, -1.9, 0.3], [-0.6, -0.7, 0.4], [0.6, 0.9, -0.4], [0.6, -2.0, 0.2], [-1.8, -0.9, 0.9], [0.1, 2.7, 0.3], [-1.3, -1.2, -1.9], [-0.1, 2.3, -0.2], [2.3, -0.7, 1.4], [-1.8, -0.2, 1.6], [0.6, 0.4, -0.7], [0.6, 0.4, 1.8], [1.9, -0.2, 0.2], [0.0, 1.5, 0.6], [0.7, -0.8, 0.9], [-1.9, -0.9, -1.5], [1.0, -0.5, 0.7], [0.1, 0.1, 0.3], [-0.1, -0.2, 0.1], [0.4, 0.2, 0.5], [-0.9, 0.1, -1.6], [0.1, -0.1, -0.4], [0.0, 0.1, -0.1], [0.0, -0.1, -0.6], [0.2, 0.4, 0.3], [-0.8, -0.6, 0.3], [-0.1, 0.1, 0.1], [0.0, -0.1, -0.4], [-0.4, 0.1, -0.5], [0.3, -0.6, -0.3], [0.9, 0.7, -0.2], [0.2, 0.6, 0.6], [-0.3, 0.2, -0.2], [-0.4, -0.4, 0.5], [-0.8, 0.2, -0.8], [0.5, -0.8, -0.2], [-0.5, 0.6, 0.9], [1.4, -1.1, 1.9], [-0.6, 0.2, -0.6], [-0.8, 1.1, -1.1], [0.3, -0.9, 2.1], [-1.8, 1.9, -2.5], [-0.7, 1.7, -1.2], [0.6, 0.1, 0.0], [1.5, -1.2, -0.4], [-0.3, -0.6, 0.2], [-0.9, 1.0, -0.3], [0.3, 0.2, 0.0], [-0.1, -0.3, 0.0], [-0.1, -0.1, -0.6], [-0.3, -0.7, -0.3], [1.0, -0.5, -0.4], [0.1, -0.6, 0.0], [0.0, 0.4, 0.3], [0.2, 0.7, 0.1], [0.3, 0.2, 0.3], [0.6, -0.3, -0.1], [-0.1, -0.1, 0.1], [-0.8, -0.7, 0.6], [0.5, 0.5, -0.6], [-0.3, -0.4, 0.5], [0.6, -0.5, 0.5], [0.3, 0.0, 0.4], [0.2, 0.0, -0.3], [0.0, -0.4, 0.1], [-0.3, -0.1, 0.6]]}

# 2
{"formula": "C22H38Br2N3O8", "method": "ωB97M-V/def2-TZVPD", "charge": -3, "largest_force_ev_per_a": 4.0, "gap_ev": 0.54, "lumo_ev": 2.13, "e_above_lowest_ev": 2.6739, "energy_ha": -6774.5722, "symbols": ["N", "H", "H", "H", "H", "C", "C", "O", "H", "H", "H", "H", "H", "C", "C", "O", "H", "H", "H", "H", "H", "C", "C", "O", "H", "H", "H", "H", "H", "C", "C", "O", "H", "H", "H", "H", "H", "Br", "C", "C", "Br", "H", "H", "H", "H", "C", "C", "C", "C", "C", "C", "N", "O", "O", "H", "H", "H", "H", "H", "C", "C", "C", "C", "C", "C", "N", "O", "O", "H", "H", "H", "H", "H"], "positions_angstrom": [[-1.1024, -0.6956, 2.6482], [-1.4874, -0.4439, 3.5474], [-1.8388, -1.2041, 2.1801], [-0.4011, -1.3510, 2.9626], [-0.6323, -0.0375, 2.0432], [5.1613, -6.5662, 3.5199], [4.0697, -5.6773, 2.9183], [3.2800, -5.0656, 3.8433], [5.8299, -6.6000, 2.6597], [4.7991, -7.5876, 3.6367], [5.6587, -6.1085, 4.3750], [3.4769, -6.1663, 2.1452], [4.4432, -4.8505, 2.3141], [-2.1929, 3.1932, 8.9104], [-2.1283, 1.7379, 9.2750], [-2.1934, 0.7086, 8.3252], [-2.1877, 3.8365, 9.7904], [-3.1158, 3.4535, 8.3920], [-1.2601, 3.5674, 8.4887], [-2.7980, 1.4597, 10.0887], [-1.1812, 1.6220, 9.8018], [-2.9919, -8.0594, 3.4209], [-3.8985, -7.7937, 4.6768], [-3.2893, -6.8556, 5.5659], [-2.0821, -8.6102, 3.6595], [-2.8490, -7.0189, 3.1293], [-3.4293, -8.5792, 2.5686], [-4.0756, -8.7710, 5.1257], [-4.8262, -7.2752, 4.4346], [-8.6950, -1.2171, -0.8764], [-7.3673, -1.9108, -0.6203], [-6.9123, -1.7917, 0.7482], [-9.5176, -1.6473, -0.3051], [-8.9698, -1.3641, -1.9209], [-8.5960, -0.1349, -0.7921], [-6.6849, -1.3017, -1.2129], [-7.3339, -2.9224, -1.0248], [-4.2556, 6.7681, -4.5024], [-3.8478, 6.4833, -2.5320], [-4.6237, 5.3386, -1.9774], [-4.0553, 4.9768, -0.1838], [-4.1729, 7.2990, -1.8862], [-2.7656, 6.4447, -2.4074], [-4.5964, 4.4896, -2.6605], [-5.6587, 5.6798, -1.9553], [0.0374, -1.9586, -9.0513], [-0.8190, -2.0643, -7.9459], [-0.6327, -1.0951, -6.9016], [0.4272, -0.1328, -6.9365], [1.2882, -0.1678, -8.0269], [1.0749, -1.0921, -9.0712], [0.6698, 0.8875, -5.9118], [0.0334, 0.7902, -4.8703], [1.4459, 1.7985, -6.0920], [-0.1869, -2.6248, -9.8712], [-1.7100, -2.6471, -8.1271], [-1.4166, -0.8862, -6.1887], [2.0139, 0.5999, -8.2514], [1.6250, -0.9584, -9.9908], [9.1234, 6.1695, -1.3482], [8.1171, 6.6659, -0.4576], [6.9997, 5.8123, -0.2364], [6.9837, 4.5069, -0.7731], [7.9572, 4.1110, -1.7171], [8.9897, 4.9675, -1.9958], [6.0051, 3.4610, -0.3167], [5.0002, 3.8470, 0.3391], [6.1865, 2.2897, -0.7050], [10.0191, 6.7664, -1.4363], [8.1435, 7.6991, -0.1442], [6.2194, 6.1369, 0.4361], [8.0490, 3.0673, -1.9793], [9.6506, 4.5996, -2.7667]], "forces_ev_per_angstrom": [[0.2, -1.3, 0.6], [-0.4, 1.4, 0.4], [-0.4, -0.4, -0.6], [0.6, -0.9, -0.2], [-0.3, 0.8, 0.2], [0.0, 0.1, -1.9], [-1.6, 2.0, 1.7], [-0.2, -0.4, 0.3], [1.0, -0.4, 0.0], [0.0, 0.0, 0.7], [-0.3, -0.2, 0.1], [-0.3, -1.4, -0.4], [1.6, 0.4, -0.7], [-0.2, 0.9, 0.4], [0.8, -3.2, -0.5], [-0.1, 1.9, 0.0], [-0.4, -0.1, 0.8], [0.2, 0.1, -0.6], [-0.1, -0.3, -1.1], [-1.1, 0.6, 0.5], [1.1, 0.3, 0.5], [-0.9, 0.9, 0.4], [1.9, 1.9, 1.3], [-0.3, -1.8, -1.1], [0.2, 0.4, 0.3], [0.9, -0.1, -0.4], [-0.6, -0.2, -0.1], [-0.5, -0.6, 0.5], [-0.7, -0.7, -0.9], [-0.4, -0.5, -0.7], [1.4, 1.6, 3.4], [-1.1, -0.5, -2.4], [0.0, 0.3, 0.4], [-0.2, -0.2, -0.6], [-0.1, 0.0, 0.6], [0.6, 0.0, -0.9], [-0.3, -0.6, -0.1], [0.2, -0.1, 1.5], [0.4, 0.9, 0.2], [-0.8, -0.3, -1.3], [0.1, -0.2, 0.0], [0.0, 0.8, -0.9], [-0.1, -0.4, -0.5], [0.3, -0.4, 0.6], [0.0, -0.3, 0.3], [-1.1, -1.6, 0.9], [0.9, 2.8, 0.4], [-0.2, 0.4, -0.7], [0.2, -1.8, -1.6], [-0.3, -0.2, -1.0], [0.6, 1.6, 0.2], [-1.2, 0.3, 1.7], [-0.1, -0.5, -0.6], [0.5, -0.2, -1.0], [0.2, 0.1, -0.3], [-0.1, -0.1, 0.9], [0.1, -0.5, 0.4], [0.2, 0.1, 0.7], [0.4, -0.1, 0.1], [-0.8, 1.5, 1.3], [-0.4, -2.3, -2.0], [0.7, 0.0, 0.2], [0.9, 0.1, -0.3], [-1.1, -0.3, 2.1], [0.1, -0.3, -0.6], [-2.1, -0.5, -0.1], [2.7, -0.9, -1.4], [-0.2, 2.5, 1.0], [0.1, 0.1, -0.4], [0.0, -0.2, 0.5], [-0.2, -0.2, 0.0], [-0.5, 0.1, -0.5], [0.6, 0.3, 0.2]]}

# 3
{"formula": "C22H38ClFN5O7P", "method": "ωB97M-V/def2-TZVPD", "largest_force_ev_per_a": 6.7, "gap_ev": 7.02, "lumo_ev": -1.55, "smiles": "CC(=O)OCc1nc2cc(CCCF)c(P(=O)(O)O)c(N)c2nc1Cl.COC[C@@H](C)N.COC[C@@H](C)N", "energy_ha": -2562.7374, "symbols": ["C", "C", "O", "O", "C", "C", "N", "C", "C", "C", "C", "C", "C", "F", "C", "P", "O", "O", "O", "C", "N", "C", "N", "C", "Cl", "H", "H", "H", "H", "H", "H", "H", "H", "H", "H", "H", "H", "H", "H", "H", "H", "C", "O", "C", "C", "C", "N", "H", "H", "H", "H", "H", "H", "H", "H", "H", "H", "H", "C", "O", "C", "C", "C", "N", "H", "H", "H", "H", "H", "H", "H", "H", "H", "H", "H"], "positions_angstrom": [[5.9453, -0.1571, 0.2779], [5.3392, -1.5455, -0.3004], [6.0935, -2.5579, -0.3505], [3.9713, -1.6410, -0.7381], [3.1579, -2.0973, 0.4039], [2.6715, -0.7524, 1.1837], [1.7655, 0.0777, 0.4524], [1.4815, 1.2336, 1.2599], [0.5215, 2.3262, 0.6088], [0.1600, 3.6541, 1.3398], [-0.8224, 4.6475, 0.5261], [-2.3110, 4.5781, 1.1243], [-2.8533, 3.0830, 1.3755], [-2.4752, 2.6263, 2.7183], [0.7335, 4.0056, 2.7877], [0.3414, 5.6211, 3.6600], [0.4299, 6.7628, 2.5998], [1.5140, 6.0449, 4.8560], [-1.2242, 5.7002, 4.3205], [1.6484, 2.8994, 3.4227], [2.1808, 3.1484, 4.7945], [2.0247, 1.5512, 2.6730], [2.9040, 0.6576, 3.3713], [3.2320, -0.5051, 2.6151], [4.4066, -1.6650, 3.4461], [5.7635, -0.0384, 1.4072], [5.5164, 0.7598, -0.2773], [7.0824, -0.1860, 0.0689], [2.2088, -2.5501, -0.0811], [3.7067, -2.8330, 1.0790], [0.0906, 2.1194, -0.4424], [-0.3668, 5.6954, 0.4911], [-0.8495, 4.2797, -0.5743], [-2.3153, 5.1022, 2.1488], [-3.0783, 5.1228, 0.4646], [-4.0124, 3.0625, 1.3725], [-2.4931, 2.3243, 0.5974], [2.2437, 6.5485, 4.4090], [-1.4004, 6.6739, 4.4084], [2.2971, 2.2251, 5.2692], [1.3699, 3.5696, 5.2934], [3.5662, -5.5076, -1.4841], [2.2229, -5.0863, -1.3015], [1.3678, -5.3438, -2.4122], [0.8122, -6.7820, -2.4687], [1.8289, -7.8090, -2.9591], [0.2940, -7.2112, -1.1627], [3.8991, -5.3924, -2.5196], [3.6814, -6.5438, -1.1583], [4.2042, -4.8907, -0.8477], [0.5203, -4.6601, -2.2934], [1.8604, -5.0648, -3.3526], [-0.0176, -6.7833, -3.1835], [2.5718, -8.0602, -2.2001], [1.3242, -8.7411, -3.2286], [2.3541, -7.4476, -3.8477], [-0.4514, -6.5747, -0.8831], [1.0276, -7.0381, -0.4740], [-3.4871, 2.3322, -2.1810], [-3.9520, 1.3845, -1.2343], [-5.3694, 1.3413, -1.0895], [-6.0933, 0.4935, -2.1559], [-6.2101, 1.1878, -3.5099], [-5.4398, -0.8088, -2.3436], [-4.1070, 3.2335, -2.2023], [-3.4372, 1.8797, -3.1736], [-2.4710, 2.6200, -1.9006], [-5.5495, 0.8792, -0.1130], [-5.7838, 2.3565, -1.0322], [-7.1121, 0.3165, -1.7955], [-5.2692, 1.1913, -4.0629], [-6.9434, 0.6724, -4.1364], [-6.5437, 2.2228, -3.3925], [-5.4488, -1.3086, -1.4553], [-4.4482, -0.6295, -2.5073]], "forces_ev_per_angstrom": [[-0.1, 0.0, -0.9], [2.7, -2.4, 0.3], [-3.4, 4.0, 0.1], [1.9, -0.2, 2.1], [-1.6, 1.3, -0.2], [-0.1, -0.2, 0.1], [3.0, 0.3, 6.0], [-1.5, 2.5, -0.4], [0.7, 1.7, 3.2], [1.3, -2.4, -0.6], [0.4, -1.0, -0.2], [-0.1, -0.2, 0.8], [-0.6, 0.4, 0.2], [-0.3, 0.6, -2.1], [1.4, -4.8, -0.6], [0.7, 4.7, -2.8], [-0.3, -3.1, 2.6], [-1.8, -1.2, -1.7], [2.9, -0.1, -0.2], [-1.5, 1.3, -1.0], [-2.4, -1.7, -1.8], [0.1, 0.0, -0.4], [-1.0, -1.9, -4.4], [-1.8, 3.0, -0.2], [-1.7, 1.6, -1.3], [0.2, -0.4, -1.8], [0.5, -1.6, 0.9], [-2.0, -0.1, 0.5], [1.7, 0.5, 0.9], [-0.8, 1.1, -1.0], [0.9, 0.4, 2.0], [-0.9, -1.4, 0.4], [0.1, 0.4, 1.8], [-0.1, -0.8, -1.5], [1.3, -0.8, 0.8], [2.0, 0.1, 0.0], [-0.3, 1.0, 1.3], [-1.1, -0.6, 0.2], [0.3, -1.0, -0.2], [0.3, 0.8, -0.7], [1.1, 0.0, -0.3], [0.0, 0.0, 0.4], [-0.1, 0.0, -0.5], [-0.3, 0.1, 0.1], [0.4, 0.0, 0.3], [0.0, -0.2, -0.2], [0.0, 0.3, 0.0], [-0.1, 0.0, 0.0], [0.1, 0.0, -0.2], [-0.1, 0.1, -0.1], [0.1, 0.0, 0.1], [0.1, -0.1, 0.0], [0.0, 0.1, 0.1], [-0.1, 0.1, 0.0], [0.0, 0.1, 0.1], [0.0, 0.0, 0.1], [0.0, -0.2, -0.1], [-0.1, -0.1, -0.1], [0.2, -0.3, 0.0], [-0.4, 0.3, 0.0], [-0.1, -0.2, 0.2], [0.4, 0.1, -0.2], [-0.2, 0.1, -0.1], [0.1, 0.1, 0.3], [-0.1, -0.1, 0.0], [-0.1, 0.2, -0.1], [0.0, 0.0, 0.1], [0.1, 0.0, -0.1], [0.1, 0.0, -0.2], [0.1, 0.0, 0.1], [0.0, 0.0, 0.1], [0.1, 0.0, 0.1], [0.0, 0.0, 0.0], [-0.1, 0.0, -0.2], [-0.2, 0.0, -0.1]]}